Entry 1:
DFT (ωB97M-V/def2-TZVPD) results for a cluster of 4 separate species, C31H76BN9O6P3S in total in a non-equilibrium geometry.

CARTESIAN COORDINATES (ANGSTROEM)
S -3.59531 -4.09068 -2.47977
P -4.74289 -9.18315 -5.81180
P 6.63287 7.99135 4.68518
P 1.71839 4.70671 0.41522
O -6.17913 -2.91739 -2.98573
O -4.18164 -9.32802 -4.37610
O -6.05719 -4.36097 -0.84459
O 5.96312 6.99478 3.70767
O -3.58826 -2.80044 -0.00273
O 0.71425 3.58142 0.06499
N 7.05860 6.78543 5.81552
N -5.52784 -10.69856 -5.78900
N 2.44637 4.67479 -1.09596
N -5.63655 -7.81292 -5.43969
N 7.40284 9.13705 5.80898
N 2.44405 3.83049 1.68754
N 7.78293 8.48204 3.56660
N 2.87280 6.00039 0.81785
N -5.38812 -9.01660 -7.46236
C 1.67365 5.24038 -2.19596
C 8.36992 6.23040 6.07276
C -2.30069 1.08031 0.94971
C 4.22760 6.20995 0.31984
C -5.62247 -6.76784 -0.28276
C -4.34392 -8.52427 -8.36785
C 1.51940 2.98255 2.46361
C -6.58833 -5.71467 -1.12516
C -1.96432 -0.70152 3.20312
C -6.94460 -10.96477 -5.66363
C -2.22740 2.52541 0.17237
C -4.87889 -6.58188 -5.24617
C -2.64346 -3.43222 3.18390
C -4.81092 -11.75794 -5.05416
C 9.06625 7.90644 3.24612
C 8.79769 9.55761 5.87904
C -1.31380 -3.51077 4.19671
C -6.66840 -8.46943 -7.89698
C -1.85885 0.81835 2.51205
C 6.55394 10.32031 5.98765
C 3.73877 3.18443 1.69756
C -2.63296 -3.20361 -1.08789
C 2.18828 7.29759 0.85478
C -3.00865 -1.73161 0.82086
C 3.51951 3.84611 -1.58847
C 7.30681 9.33653 2.48488
C -2.59276 -4.79737 2.28708
C -6.96493 -7.69610 -4.88952
C -2.55215 -2.02482 2.36510
C 6.07898 5.69120 5.95434
C -2.88608 -0.22234 0.11758
B -5.40010 -3.80000 -2.05433
H -7.51534 -8.78365 -7.29111
H 2.76195 8.03759 1.42434
H -1.38176 -2.77046 5.09952
H 8.81106 5.76839 5.18189
H 4.77190 6.87130 1.00522
H -6.54060 -5.93168 -2.28912
H -1.43291 2.40660 -0.69174
H -5.01319 -11.71175 -3.97494
H 6.15387 5.20949 6.93409
H -4.72416 -6.21405 0.23498
H 5.05359 6.06985 5.88360
H 9.51332 8.74635 5.76565
H -7.48579 -6.85627 -5.36178
H -2.13547 -2.27239 -1.61912
H 1.87047 6.31498 -2.27710
H 3.92975 2.66964 2.65241
H -2.69573 -5.71048 3.04947
H -3.88272 -6.78200 -4.83813
H -3.25698 -5.46738 -2.48071
H 4.17413 3.46740 -0.80954
H 9.05172 6.96396 6.49316
H 7.35617 10.38761 2.78966
H -6.94959 -7.52969 -3.80710
H -6.56094 -2.20038 -2.36865
H -3.72897 -11.67850 -5.20543
H 0.54833 3.47319 2.59050
H -1.46977 1.76869 3.12141
H 4.17132 4.43774 -2.24018
H 5.50203 10.02840 6.07193
H 6.26714 9.11369 2.22347
H -3.22035 -0.03971 -1.00206
H 3.14885 2.98664 -2.15722
H 7.89164 9.23081 1.56204
H 6.64669 11.00403 5.13756
H -0.32145 -3.45393 3.57894
H 2.02079 7.68387 -0.15589
H 0.59762 5.10927 -2.04146
H -5.36493 -5.87983 -4.55644
H -6.89253 -8.82228 -8.91120
H 9.00205 9.98645 6.86784
H 4.82565 5.30326 0.26196
H 3.83307 2.42369 0.91393
H -3.57250 -3.38010 3.92312
H 1.90860 4.78575 -3.16701
H -6.30334 -7.24679 0.54270
H 9.01927 7.26056 2.36283
H 6.80947 10.86222 6.90531
H -5.17104 -7.55752 -1.03986
H -7.59627 -8.55837 -5.08076
H 6.21725 4.92188 5.18181
H -1.63152 -0.74562 4.33495
H -1.33979 -4.60864 4.66591
H 4.23766 6.67728 -0.67034
H -1.96438 3.44055 0.87264
H -1.73815 -3.85945 -0.67721
H -1.62016 -4.95497 1.65757
H -3.38882 -9.01543 -8.15484
H -7.36624 -10.55950 -4.73644
H -7.50763 -10.60740 -6.52094
H 9.78961 8.70579 3.05272
H 9.50120 7.32685 4.05455
H -6.66518 -7.37470 -7.91956
H -7.15659 -12.04559 -5.65283
H -4.20032 -7.44484 -8.25414
H -4.58701 -8.73914 -9.41467
H -4.74954 -6.06809 -6.20502
H 1.89739 2.79978 3.47419
H -5.09156 -12.75313 -5.41251
H -3.59143 -4.82329 1.64765
H 4.55491 3.89788 1.62977
H -7.69448 -5.79078 -0.69522
H 1.35461 2.01080 1.97749
H 8.33547 5.44426 6.84349
H 9.03911 10.31943 5.13052
H 1.21384 7.20315 1.34508
H -3.24878 2.81659 -0.36362

Computed properties:
- E_tot (a.u.) = -3617.00452
- energy relative to the best compared isomer or geometry (same formula, charge and spin) (kJ/mol) = 1576.8
- Kohn-Sham gap (eV) = 4.41
- LUMO (eV) = -4.4
- total charge = +1
- E_HOMO (eV) = -8.8


Entry 2:
DFT (ωB97M-V/def2-TZVPD) results for a structure of composition C31H78FeN4O11 in a non-equilibrium geometry.

CARTESIAN COORDINATES (ANGSTROEM)
Fe -24.04501 2.57258 8.63603
O -26.63513 4.74742 3.26183
O -17.94925 0.68802 6.05134
O -13.63870 3.74392 7.40220
O -23.90615 -1.88135 8.59139
O -26.47604 0.25112 4.49617
O -25.49148 4.06448 8.82509
O -18.99288 9.33419 4.06969
O -22.74459 3.08901 7.10888
O -17.91566 0.41640 -1.35464
O -18.12409 3.93141 2.23678
O -17.46283 7.96125 8.38902
N -16.94319 1.07836 1.44659
N -25.08099 0.98332 7.48353
N -16.09154 2.88254 6.19264
N -16.48341 8.70366 5.72932
C -25.82538 1.81291 6.53789
C -24.23215 0.00111 6.79388
C -25.81999 5.41279 8.77985
C -17.44770 1.37286 4.84494
C -21.68102 4.84707 5.53626
C -18.04288 9.06769 7.71857
C -18.38753 7.22753 9.25556
C -20.33703 8.80879 4.28976
C -26.18796 5.03198 4.53624
C -18.19108 3.24179 0.98742
C -24.51504 -1.39137 9.77004
C -26.86358 1.02025 5.64789
C -16.90948 2.41070 0.78293
C -18.02180 -0.48548 -0.20059
C -17.30706 2.79574 5.31409
C -22.21467 3.41345 5.79539
C -17.32040 7.79396 4.98956
C -17.91028 8.47361 3.71924
C -17.23430 9.66748 6.53016
C -23.34103 -0.88827 7.71636
C -21.33538 2.27124 5.42004
C -12.83752 3.79027 6.25016
C -15.90910 4.30738 6.38891
C -26.28772 6.04552 10.19790
C -14.84641 4.48933 7.48439
C -17.96048 -0.72946 5.90785
C -18.02890 0.14312 1.21236
C -25.85133 1.00818 3.51175
C -19.21851 4.81109 2.54100
C -24.75540 6.21120 8.10011
C -19.15883 1.11966 -1.83232
H -18.39511 4.04654 0.28111
H -16.71989 6.99019 4.56358
H -26.23485 6.09853 4.75621
H -17.11299 9.17701 3.47907
H -21.64334 5.05666 4.46726
H -16.06693 8.19349 6.49507
H -25.48073 5.85082 10.90427
H -17.25305 -1.25261 -0.29350
H -17.89739 -0.69433 1.89755
H -17.12281 3.45896 4.46893
H -17.15805 -1.10818 6.54093
H -20.39233 7.82442 4.75458
H -16.74592 2.31553 -0.29052
H -18.26397 7.45793 5.41951
H -18.24942 7.35827 10.32884
H -18.15002 3.14330 5.91137
H -26.14603 0.77058 2.48960
H -17.98714 8.06668 2.71098
H -26.78879 4.59636 5.33457
H -24.77113 0.91946 3.62754
H -26.67745 5.54062 8.11917
H -25.17124 2.31016 5.82168
H -21.10281 2.24382 4.35550
H -24.94919 -2.29264 10.20287
H -24.84695 -0.61094 6.13395
H -20.37426 2.45313 5.90095
H -18.18015 1.37159 4.03772
H -18.98292 -0.98234 -0.33278
H -18.82301 -1.13732 6.43490
H -26.47558 7.11897 10.22091
H -16.06883 3.04982 1.05300
H -20.99983 8.90350 3.42963
H -25.75644 0.29664 7.78740
H -19.57703 5.33254 1.65350
H -20.76324 5.15864 6.03496
H -21.77666 1.29157 5.60341
H -13.30876 3.53852 5.30008
H -27.54732 1.76292 5.23676
H -20.78278 9.50468 5.00050
H -15.28026 4.47898 8.48428
H -18.15822 -1.04333 4.88293
H -16.50700 1.05843 4.39294
H -14.52172 5.50819 7.27319
H -27.39287 0.31075 6.28394
H -16.12944 2.53746 7.14110
H -22.58577 -0.26770 8.19863
H -19.06936 2.60119 0.90773
H -16.06213 0.65225 1.69612
H -11.89436 3.25246 6.34671
H -20.00947 0.55156 -2.20884
H -16.50280 10.30162 7.03102
H -19.41244 7.58668 9.16250
H -12.61140 4.82045 5.97500
H -26.05206 2.07256 3.63377
H -20.09387 4.22520 2.82133
H -22.63758 -1.44554 7.09772
H -25.19697 4.57905 4.50647
H -19.48209 1.81518 -1.05782
H -23.00607 3.27607 5.05858
H -26.34870 2.65350 6.99357
H -18.98155 0.60104 1.47853
H -25.30177 -0.66029 9.58382
H -22.45465 5.55427 5.83537
H -15.71918 4.71334 5.39531
H -25.14817 7.17773 7.78442
H -24.31293 5.73893 7.22302
H -23.68893 0.59784 6.06113
H -18.88653 5.54884 3.27149
H -17.82444 10.37364 5.94606
H -16.89183 4.63532 6.72772
H -27.54811 5.04344 3.24097
H -18.33661 9.89572 8.36371
H -23.88902 6.34318 8.74823
H -18.72025 1.71017 -2.63673
H -23.75621 -1.14575 10.51297
H -27.10666 5.46183 10.61830
H -18.22911 6.19200 8.95445
H -18.93146 8.71593 7.19436

Computed properties:
- multiplicity = 6
- E_tot (a.u.) = -3537.56754
- Kohn-Sham gap (spin up / spin down) (eV) = 5.69 / 3.47
- LUMO (spin up / spin down) (eV) = -4.3 / -6.5
- total charge = +1
- E_HOMO (spin up / spin down) (eV) = -9.9 / -9.9


Entry 3:
DFT (ωB97M-V/def2-TZVPD) results for a cluster of 6 separate species, C31H79N5O11 in total in a non-equilibrium geometry.

CARTESIAN COORDINATES (ANGSTROEM)
O -11.34131 -15.06148 -9.20862
O -6.29320 -25.49667 -14.34614
O -9.88376 -31.47445 -14.12120
O -4.64607 -22.63822 -10.15427
O -12.09593 -18.77133 -4.80207
O -5.62388 -18.78184 -8.36054
O -7.39533 -26.87736 -4.57774
O -2.07284 -19.88094 -12.51450
O -8.87861 -21.43069 -10.83489
O -9.66780 -26.64406 -11.55735
O -5.03396 -28.19206 -10.05484
N -6.79139 -30.05982 -12.66977
N -10.84599 -18.59892 -9.58652
N -4.53909 -22.72382 -12.88847
N -9.02134 -19.31065 -6.86927
N -8.84277 -26.52761 -7.91317
C -10.73736 -26.60502 -12.42642
C -4.68194 -24.01344 -13.54460
C -7.68517 -18.70451 -6.99928
C -7.45577 -26.22746 -14.05880
C -11.28360 -19.39074 -5.78000
C -10.03346 -20.92988 -10.16644
C -10.21002 -32.69461 -14.88329
C -3.20418 -22.09730 -13.02864
C -3.26505 -20.54537 -12.48030
C -9.72379 -19.40543 -10.21429
C -3.65737 -27.84822 -9.70233
C -4.82247 -19.35848 -9.41517
C -6.60269 -29.20887 -11.47980
C -10.56147 -17.18368 -9.57214
C -7.15034 -26.14223 -3.30142
C -6.14233 -24.40536 -13.61551
C -12.30103 -14.06656 -8.64335
C -9.88377 -18.69907 -5.87880
C -8.21457 -30.21715 -12.91244
C -11.78215 -16.49748 -9.11751
C -9.77344 -26.46041 -10.10910
C -2.12649 -18.61925 -11.97344
C -8.43957 -31.34139 -14.04172
C -8.12004 -26.04821 -5.49896
C -13.41248 -19.17987 -4.74233
C -7.93838 -26.85192 -6.82332
C -5.04723 -23.87943 -9.72911
C -6.81621 -19.52050 -8.01439
C -8.98672 -22.83570 -11.09779
C -5.16306 -29.23912 -10.97431
C -8.64659 -26.81261 -9.29833
H -7.88977 -31.27605 -14.92839
H -3.33556 -20.90290 -11.37232
H -6.97147 -26.36199 -7.23423
H -6.95541 -23.68942 -13.87530
H -7.73956 -27.06585 -14.85822
H -3.57926 -27.01456 -9.09059
H -9.57331 -18.92846 -11.16139
H -8.53846 -27.83645 -9.39474
H -12.69856 -16.58141 -9.69747
H -11.37033 -25.75135 -12.28061
H -2.84144 -21.97680 -13.93943
H -6.35528 -30.90191 -12.34982
H -9.16293 -25.44151 -7.90822
H -6.86518 -25.17731 -3.53008
H -13.92148 -18.55382 -5.62513
H -4.10735 -20.16552 -12.89930
H -1.30371 -18.13063 -12.41368
H -8.35169 -25.55387 -14.01298
H -6.39763 -20.32809 -7.70890
H -4.06404 -24.44069 -9.64496
H -6.32003 -26.62957 -2.71219
H -10.59291 -26.97274 -9.68987
H -6.93441 -28.12994 -11.66803
H -11.44644 -27.28070 -12.26698
H -4.91383 -30.25266 -10.34702
H -13.45281 -20.17951 -4.42377
H -7.86553 -32.20184 -13.69986
H -9.64325 -16.87611 -9.23685
H -7.23576 -18.53886 -6.09470
H -11.70974 -19.08481 -6.74612
H -4.55899 -22.75558 -11.12445
H -7.98595 -26.32213 -2.76254
H -4.54685 -29.08579 -11.85156
H -3.00591 -18.08449 -12.24063
H -9.92917 -25.35664 -9.86133
H -8.11083 -24.99521 -5.68371
H -8.76053 -19.01540 -9.94443
H -9.85745 -17.60407 -6.03929
H -11.81433 -18.55420 -10.08426
H -9.95004 -32.52943 -15.89930
H -4.33877 -23.97283 -14.60878
H -10.42714 -26.62898 -13.62558
H -7.76948 -26.22799 -9.49568
H -11.77376 -13.26393 -8.51270
H -9.63198 -33.53866 -14.67387
H -3.91689 -24.64188 -13.32622
H -7.57739 -26.60177 -13.18339
H -4.10321 -18.81221 -9.70048
H -11.97032 -16.80014 -8.08122
H -8.05329 -23.14604 -11.45346
H -5.89779 -24.41468 -10.20178
H -9.06688 -26.41301 -5.30403
H -5.47614 -23.82825 -8.55046
H -4.06122 -20.07797 -8.85570
H -8.58635 -30.70115 -12.01863
H -2.50819 -22.78697 -12.59330
H -7.80261 -27.87042 -6.67332
H -2.02556 -18.48306 -10.92097
H -10.42378 -16.82401 -10.69832
H -10.79483 -21.17397 -10.55347
H -3.43569 -28.90471 -9.14049
H -7.23545 -19.92758 -8.76989
H -5.48959 -19.78171 -10.25258
H -13.19207 -14.12890 -9.37634
H -6.40019 -24.53247 -12.63918
H -11.19069 -33.07791 -14.65413
H -7.25400 -29.56787 -10.63460
H -13.81801 -18.72031 -3.92520
H -3.14085 -27.75985 -10.73779
H -5.02990 -21.80005 -13.41157
H -9.38011 -19.29812 -7.72470
H -9.90657 -21.24832 -9.17186
H -8.51440 -29.38555 -13.34928
H -12.64565 -14.40903 -7.75405
H -9.32697 -23.33550 -10.31741
H -9.48511 -18.83774 -4.91886
H -11.36210 -20.46994 -5.86617
H -7.78663 -17.82569 -7.42323
H -9.62912 -23.18693 -11.92237

Computed properties:
- structure (SMILES) = COCCNCCOC.COCCNCCOC.COCCNCCOC.COCCNCCOC.COCCNCCOC.CO
- E_tot (a.u.) = -2329.01317
- energy relative to the best compared isomer or geometry (same formula, charge and spin) (kJ/mol) = 1703.9
- Kohn-Sham gap (eV) = 8.79
- LUMO (eV) = 0.6
- E_HOMO (eV) = -8.2